Entry 1:
{"formula": "C5H10O2", "method": "wB97M-V/def2-TZVPD", "symbols": ["O", "C", "O", "C", "C", "C", "C", "H", "H", "H", "H", "H", "H", "H", "H", "H", "H"], "xyz": [[-1.43677, 0.31845, -1.81816], [-1.92771, -0.34768, -0.62365], [-2.13326, -1.66903, -0.61999], [-0.86922, 0.06304, 0.47518], [0.56622, -0.30533, 0.09535], [1.09681, 0.65301, -0.89675], [1.46673, -0.16230, 1.34834], [-2.87894, 0.19018, -0.39143], [-1.24678, -0.37875, 1.42155], [-0.94429, 1.18484, 0.55704], [0.54079, -1.39718, -0.21850], [1.32464, 0.21089, -1.90465], [1.82532, 1.32345, -0.49859], [-0.45506, 0.55549, -1.70186], [2.45163, -0.48416, 1.08052], [1.09902, -0.68509, 2.26943], [1.52088, 0.93016, 1.42617]], "atomic_forces_ev_per_a": [[0.090, -0.321, 0.711], [0.619, -2.372, -1.345], [0.847, 2.906, -0.215], [-1.757, 1.466, 1.535], [0.186, -1.455, -0.347], [0.431, -3.553, -0.814], [-0.897, 0.641, 0.152], [0.302, 0.097, 0.242], [0.775, 0.135, -0.357], [-0.031, -0.846, 0.027], [-0.166, 1.175, -0.263], [-0.237, 0.877, 0.808], [-0.101, 1.219, -0.167], [-1.022, 0.005, -0.215], [0.579, -0.432, 0.098], [0.259, 0.638, -0.951], [0.120, -0.179, 1.099]], "energy_ha": -346.76190, "largest_force_ev_per_a": 3.67, "e_homo_ev": -8.2}


Entry 2:
{"formula": "C5H10O2", "method": "wB97M-V/def2-TZVPD", "symbols": ["C", "O", "C", "C", "C", "C", "O", "H", "H", "H", "H", "H", "H", "H", "H", "H", "H"], "xyz": [[2.16882, 0.77304, -0.20345], [1.03731, 0.66897, 0.62129], [0.38043, -0.56804, 0.61986], [-0.74189, -0.58675, 1.61870], [-1.04024, -0.72594, 0.15231], [-1.58972, 0.35314, -0.71691], [-1.35615, 0.05565, -2.08640], [1.92093, 0.59488, -1.25856], [2.98152, 0.08653, 0.09056], [2.53549, 1.79640, -0.09840], [0.99937, -1.41483, 0.30610], [-0.90710, -1.40323, 2.31918], [-0.96612, 0.39971, 2.02705], [-1.26503, -1.74599, -0.14563], [-2.67050, 0.45436, -0.60944], [-1.08487, 1.27843, -0.40266], [-0.40224, -0.01633, -2.23358]], "atomic_forces_ev_per_a": [[0.202, 0.009, -0.279], [-0.193, 0.046, -0.097], [0.344, -0.407, 0.229], [0.015, -0.028, 0.068], [0.055, -0.142, -0.212], [-0.163, 0.128, 0.338], [0.199, 0.111, -0.176], [0.074, 0.001, 0.030], [-0.315, 0.054, -0.003], [-0.043, -0.131, -0.059], [0.140, 0.138, 0.919], [0.002, 0.082, -0.349], [0.307, -0.216, -0.008], [-0.051, 0.131, -0.234], [0.054, 0.113, -0.070], [-0.354, 0.078, -0.222], [-0.274, 0.032, 0.124]], "energy_ha": -346.91984, "largest_force_ev_per_a": 0.94, "e_homo_ev": -9.3, "smiles": "CO[C@H]1C[C@H]1CO"}


Entry 3:
{"formula": "C5H10O2", "method": "wB97M-V/def2-TZVPD", "symbols": ["O", "C", "C", "C", "C", "O", "C", "H", "H", "H", "H", "H", "H", "H", "H", "H", "H"], "xyz": [[1.84172, -0.05290, 1.35488], [1.86879, -0.39002, -0.02187], [0.46783, -0.82629, -0.41835], [-0.54211, 0.31078, -0.44203], [-2.02785, -0.07758, -0.51986], [-2.34030, 0.65102, 0.67194], [-0.95343, 0.95953, 0.89200], [2.66603, 0.39020, 1.58276], [2.58350, -1.20546, -0.21406], [2.17877, 0.47325, -0.63265], [0.14115, -1.59616, 0.29332], [0.50824, -1.29944, -1.40872], [-0.25926, 1.05162, -1.19948], [-2.21269, -1.15597, -0.40329], [-2.59128, 0.28826, -1.38701], [-0.78595, 2.04064, 0.97359], [-0.55008, 0.46434, 1.78105]], "atomic_forces_ev_per_a": [[0.226, 0.184, 0.155], [-0.020, -0.103, -0.423], [-0.019, -0.040, 0.015], [0.068, 0.016, -0.068], [-0.066, -0.214, -0.338], [-0.160, 0.039, 0.078], [0.287, 0.153, 0.207], [-0.084, -0.080, 0.014], [-0.116, 0.124, 0.083], [-0.049, -0.112, 0.102], [0.020, 0.081, -0.088], [0.008, 0.067, 0.130], [-0.038, -0.112, 0.125], [0.010, 0.157, 0.005], [0.079, -0.042, 0.123], [-0.024, -0.165, 0.001], [-0.122, 0.047, -0.120]], "energy_ha": -346.93947, "largest_force_ev_per_a": 0.44, "e_homo_ev": -9.4, "smiles": "OCCC1COC1"}


Entry 4:
{"formula": "C5H10O2", "method": "wB97M-V/def2-TZVPD", "symbols": ["C", "C", "C", "C", "O", "O", "C", "H", "H", "H", "H", "H", "H", "H", "H", "H", "H"], "xyz": [[-2.00724, 1.18516, -0.32353], [-1.41512, 0.01818, -0.53358], [0.05158, -0.24359, -0.30029], [0.22301, -1.22108, 0.89109], [-0.73737, -2.25484, 0.83634], [0.70671, 0.98078, -0.05414], [2.08219, 0.96416, -0.34729], [-3.08025, 1.29814, -0.44905], [-1.42644, 2.05170, -0.02171], [-1.99271, -0.84046, -0.87350], [0.46964, -0.71750, -1.20471], [0.14178, -0.63661, 1.82056], [1.21103, -1.69379, 0.86932], [-1.58569, -1.82543, 0.96145], [2.62870, 0.22448, 0.25523], [2.26122, 0.75138, -1.41219], [2.46896, 1.95933, -0.11398]], "atomic_forces_ev_per_a": [[0.002, 0.011, 0.027], [0.007, 0.030, 0.014], [-0.107, -0.116, -0.101], [0.207, 0.352, -0.130], [0.244, -0.201, 0.133], [-0.058, -0.039, 0.072], [0.274, 0.006, -0.020], [0.168, 0.027, -0.077], [-0.130, -0.112, 0.017], [0.070, 0.156, 0.039], [-0.063, 0.060, 0.087], [-0.008, -0.062, -0.164], [-0.206, 0.049, 0.002], [-0.265, -0.123, 0.076], [-0.069, 0.105, -0.076], [-0.034, 0.021, 0.147], [-0.032, -0.164, -0.047]], "energy_ha": -346.93468, "largest_force_ev_per_a": 0.43, "e_homo_ev": -9.6, "smiles": "C=C[C@H](CO)OC"}


Entry 5:
{"formula": "C5H10O2", "method": "wB97M-V/def2-TZVPD", "symbols": ["C", "O", "C", "C", "C", "C", "O", "H", "H", "H", "H", "H", "H", "H", "H", "H", "H"], "xyz": [[-1.94475, 1.50399, -0.67073], [-0.76993, 0.76549, -0.87949], [-0.01050, 0.54122, 0.26420], [-0.41237, -0.49228, 1.32613], [0.56805, -0.79107, 0.28725], [1.03112, -1.68721, -0.56255], [1.59372, -1.37593, -1.75856], [-1.72605, 2.52408, -0.32536], [-2.59688, 1.00833, 0.06138], [-2.45144, 1.54668, -1.63720], [0.50770, 1.42964, 0.65180], [-0.08455, -0.26107, 2.34416], [-1.35558, -1.02456, 1.25309], [1.06835, -2.74846, -0.34060], [1.34095, -0.46535, -1.97140], [2.72593, 0.07728, 1.15748], [2.51623, -0.55077, 0.80039]], "atomic_forces_ev_per_a": [[-0.322, 0.210, 0.022], [-0.029, -0.022, -0.063], [0.197, 0.055, -0.048], [-0.274, -0.207, 0.213], [-0.267, -0.350, -0.406], [-0.152, -0.154, 0.370], [-0.092, 0.146, -0.140], [-0.046, -0.099, -0.027], [0.060, 0.101, -0.088], [-0.018, 0.082, 0.176], [0.004, -0.330, -0.155], [-0.043, -0.090, -0.301], [-0.071, 0.207, 0.064], [0.034, 0.084, -0.077], [0.100, -0.112, -0.011], [0.444, -0.068, 0.046], [0.475, 0.546, 0.426]], "energy_ha": -346.84818, "largest_force_ev_per_a": 0.84, "e_homo_ev": -8.6, "smiles": "CO[C@H]1C/C1=C/O.[H][H]"}


Entry 6:
{"formula": "C5H10O2", "method": "wB97M-V/def2-TZVPD", "symbols": ["O", "C", "O", "C", "C", "C", "C", "H", "H", "H", "H", "H", "H", "H", "H", "H", "H"], "xyz": [[0.36376, -0.00969, -2.19239], [0.58061, 1.21933, -1.94532], [1.71859, 1.73301, -1.82938], [-0.08454, 1.08038, -0.20539], [0.23922, -0.28732, 0.35266], [-0.81058, -1.34878, -0.05382], [0.22015, -0.30469, 1.89975], [-0.17638, 1.89006, -2.43084], [0.43072, 1.87016, 0.32575], [-1.16383, 1.15939, -0.27296], [1.14988, -0.72833, -0.01714], [-1.82620, -1.35659, 0.33021], [-0.35433, -2.33757, 0.26801], [-0.83411, -1.46788, -1.16009], [0.24957, -1.37683, 2.10304], [0.99723, 0.20260, 2.47445], [-0.69976, 0.06277, 2.35347]], "atomic_forces_ev_per_a": [[-0.872, 0.136, 0.374], [1.589, -0.197, -2.255], [-0.402, 0.491, 0.942], [0.123, -1.634, 1.457], [-1.518, -0.700, 0.537], [1.376, -2.081, -1.199], [0.044, -0.014, 0.246], [-0.413, 0.312, 0.705], [0.119, 0.432, -0.720], [0.057, 0.520, -0.672], [0.592, 0.558, 0.073], [-0.015, 0.680, 0.332], [-0.667, 0.956, -0.171], [-0.209, 0.368, 0.783], [0.176, 0.183, 0.476], [0.382, -0.024, -0.545], [-0.364, 0.016, -0.363]], "energy_ha": -346.81461, "largest_force_ev_per_a": 2.77, "e_homo_ev": -10.0}